Computed, not measured: a 5-piece molecular cluster, C45H81N4O20 overall in a non-equilibrium geometry, with ωB97M-V/def2-TZVPD.

Element x y z (Å)
C  3.12995  -2.72064  0.70417
C  3.15628  -1.62480  -0.34377
O  4.13798  -1.01915  -0.69040
O  1.91483  -1.33199  -0.88482
C  1.55792  -2.19497  -1.98337
C  1.55898  -1.31919  -3.25351
C  0.36455  -0.37096  -3.14796
C  0.45100  0.83590  -4.11036
C  -0.94478  1.52060  -4.17753
C  -0.96798  3.03510  -3.96978
N  -0.69283  3.50102  -2.57283
C  -1.57017  2.84185  -1.55776
C  -3.04583  3.28068  -1.68616
C  -3.93269  2.01688  -1.52777
C  -5.42827  2.29302  -1.69921
C  -5.77758  2.31821  -3.20093
N  -7.15265  2.83550  -3.37689
C  -1.11052  3.17299  -0.11089
O  -0.36636  2.03512  0.34737
N  -0.35529  4.38895  -0.07766
C  -0.24628  4.98948  1.24378
O  -0.60504  4.06320  2.29647
C  -1.42119  4.61706  3.25265
C  -2.59140  3.73754  3.67066
O  -1.22871  5.69009  3.76661
C  0.92226  4.19953  -0.74954
O  1.60925  5.43311  -0.80834
C  2.82127  5.41840  -0.10965
O  2.98145  6.22918  0.77204
C  3.93137  4.46912  -0.46865
C  4.83576  4.91696  -1.39815
C  5.88059  4.14429  -1.83547
C  6.02725  2.87404  -1.31569
C  5.14003  2.44366  -0.37306
C  4.08955  3.20440  0.06314
C  0.73774  3.52968  -2.15039
C  1.71259  4.13732  -3.16946
C  1.25846  5.44726  -3.86560
O  1.13141  5.35088  -5.27732
C  2.19431  6.65072  -3.62542
N  3.57979  6.41559  -4.02525
H  2.61750  -3.56746  0.23925
H  2.47058  -2.34607  1.49315
H  4.12969  -2.95363  1.05394
H  2.21452  -3.06020  -2.09091
H  0.51472  -2.48234  -1.82399
H  1.40740  -1.98575  -4.10958
H  2.49219  -0.75921  -3.33642
H  0.31563  0.07158  -2.14119
H  -0.58611  -0.90334  -3.26564
H  0.71476  0.48968  -5.11330
H  1.25525  1.46965  -3.73720
H  -1.63762  0.98098  -3.52927
H  -1.33688  1.34962  -5.18483
H  -0.35227  3.50702  -4.73025
H  -1.98647  3.36213  -4.19756
H  -1.00230  4.48000  -2.54453
H  -1.53431  1.75662  -1.61022
H  -3.29492  3.78654  -2.62368
H  -3.35585  3.95938  -0.88562
H  -3.67521  1.52825  -0.58052
H  -3.59438  1.32323  -2.31004
H  -5.78381  3.17199  -1.15531
H  -5.94943  1.42385  -1.28056
H  -5.01125  2.91437  -3.71606
H  -5.73272  1.30231  -3.60510
H  -7.41870  3.31797  -2.52553
H  -7.11272  3.56444  -4.08158
H  -2.00788  3.20299  0.50328
H  -0.64520  1.85391  1.25146
H  0.72870  5.41333  1.47948
H  -0.95841  5.81775  1.30024
H  -2.90480  3.12160  2.81959
H  -3.43896  4.33466  3.99121
H  -2.23884  3.04931  4.44238
H  1.55330  3.52298  -0.16119
H  4.72397  5.91819  -1.80453
H  6.53308  4.56014  -2.59247
H  6.84348  2.26368  -1.68009
H  5.25420  1.43885  0.02111
H  3.37122  2.85786  0.79775
H  1.03767  2.49108  -1.98198
H  1.85227  3.39178  -3.96427
H  2.71109  4.27116  -2.75444
H  0.27778  5.77097  -3.47087
H  1.22995  4.44774  -5.59026
H  1.80686  7.41698  -4.30543
H  2.08738  7.06610  -2.62201
H  3.80729  5.43055  -4.10425
H  3.75433  6.79016  -4.94827
C  1.20169  0.03148  5.84126
C  0.56667  -0.21958  4.48935
O  0.49297  -1.61868  4.18230
C  -0.45093  -2.30512  4.83710
O  -1.23021  -1.85424  5.63244
O  -0.35774  -3.58046  4.46593
C  -1.24241  -4.46687  5.16326
H  2.18170  -0.44520  5.89727
H  1.31797  1.10116  6.01666
H  0.59509  -0.38245  6.64526
H  1.18543  0.22421  3.70914
H  -0.42424  0.23308  4.41878
H  -2.27493  -4.13286  5.08810
H  -0.94264  -4.54660  6.20699
H  -1.15179  -5.44359  4.69374
C  4.86485  -2.94426  10.58619
C  5.83212  -3.81696  9.81451
O  5.19588  -4.46926  8.70408
C  4.93956  -3.69670  7.65332
O  5.19922  -2.52651  7.54560
O  4.32473  -4.44360  6.73123
C  3.90623  -3.71001  5.58281
H  3.99652  -3.52468  10.90187
H  5.34998  -2.52389  11.46698
H  4.49807  -2.12211  9.97301
H  6.19704  -4.61526  10.45819
H  6.69988  -3.25299  9.47170
H  4.73833  -3.16775  5.13673
H  3.10346  -3.02263  5.85007
H  3.52688  -4.42650  4.85830
C  -6.14537  -2.91019  -8.79116
C  -5.36062  -1.70580  -8.31608
O  -6.18026  -0.79202  -7.57066
C  -6.48735  -1.17326  -6.33192
O  -6.12986  -2.18629  -5.78935
O  -7.27308  -0.23754  -5.79572
C  -7.76515  -0.56371  -4.49377
H  -7.01954  -2.59392  -9.36178
H  -5.52314  -3.54758  -9.41928
H  -6.50514  -3.50402  -7.95219
H  -4.99695  -1.14497  -9.17565
H  -4.49106  -1.99804  -7.72574
H  -6.94879  -0.80629  -3.81466
H  -8.46683  -1.39434  -4.55457
H  -8.28707  0.31064  -4.11347
C  -1.01572  -11.13152  2.86927
C  0.10460  -10.75766  3.81675
O  1.06895  -9.89471  3.19197
C  0.69043  -8.63279  3.02573
O  -0.36447  -8.15322  3.35421
O  1.68044  -7.98316  2.40540
C  1.36332  -6.63429  2.07317
H  -0.61170  -11.57119  1.95612
H  -1.68971  -11.84722  3.33964
H  -1.59570  -10.25702  2.57724
H  0.65162  -11.65276  4.10679
H  -0.27454  -10.29799  4.72970
H  1.03929  -6.07428  2.94916
H  0.59503  -6.61345  1.30022
H  2.26611  -6.17156  1.68136

Cartesian forces (eV/Å) of the 3 atoms listed first:
-0.6 0.7 -0.7
0.8 0.2 -0.1
-0.7 -0.2 0.3

Values from the calculation:
Highest occupied orbital energy, Eh: -0.43249
Electronic energy, a.u.: -3486.88038
Total charge: +1